Record 1
DFT (ωB97M-V/def2-TZVPD) results for a structure of composition C8H28B3Cs3O4S2.

Spin multiplicity: 1
Charge: 0
Highest occupied orbital energy, eV: -8.4

```
48
Properties=species:S:1:pos:R:3:forces:R:3:lowdin_charge:R:1
Cs 8.222200 14.482120 2.767140 -0.28 -0.21 0.25 1.104
Cs 10.302290 18.347130 5.369450 -0.18 -0.31 0.38 1.103
Cs 9.293990 19.016560 0.800010 -0.22 0.33 0.34 1.007
B 7.379590 16.088940 5.377530 -0.02 0.08 0.26 -0.538
H 8.297620 15.524470 5.324470 3.73 -2.33 -0.25 -0.130
H 7.564620 17.093670 5.724700 0.87 3.95 1.23 -0.105
H 6.855710 16.133080 4.435280 -1.93 0.29 -4.08 -0.143
H 6.676350 15.646510 6.065980 -2.53 -1.93 2.75 -0.075
B 8.625710 20.578860 3.909590 -0.21 0.24 -0.09 -0.577
H 7.995640 21.084150 3.194110 -2.81 1.62 -3.05 -0.085
H 8.082580 20.213700 4.767440 -2.09 -1.53 3.09 -0.083
H 9.214010 19.805040 3.441250 2.23 -3.22 -2.07 -0.246
H 9.303300 21.367670 4.197490 2.96 2.92 1.40 -0.072
B 10.758790 16.325170 2.694450 0.27 0.01 -0.02 -0.667
H 11.832800 16.400590 2.765570 4.21 0.47 0.36 -0.064
H 10.547010 15.660460 1.871310 -0.84 -2.78 -3.31 -0.121
H 10.345730 15.957470 3.620950 -1.49 -1.29 3.39 -0.134
H 10.335470 17.280210 2.424370 -1.63 3.74 -0.66 -0.196
C 15.353640 14.714230 4.278090 0.00 1.17 0.15 -0.193
C 15.943610 16.189160 4.382740 -1.40 0.17 1.62 -0.139
C 14.941050 17.123050 5.281930 0.41 -1.44 0.37 -0.164
S 13.825750 15.971180 6.177830 -0.30 -1.80 -1.37 0.686
O 12.395390 16.248280 6.095460 0.79 0.92 0.53 -0.458
O 14.413340 15.662560 7.460140 0.03 0.26 -0.17 -0.321
C 13.989970 14.613220 4.969660 0.10 0.31 -0.36 -0.215
H 16.044780 14.069140 4.820570 0.00 -0.13 -0.33 0.102
H 15.360880 14.486410 3.212190 -0.35 -0.51 0.19 0.106
H 16.165040 16.699010 3.445120 -0.34 -0.29 0.12 0.070
H 16.884260 15.990000 4.896170 -0.01 0.87 0.19 0.099
H 14.305760 17.856000 4.784650 0.35 -0.18 -0.36 0.076
H 15.402790 17.561410 6.166650 0.43 0.37 -0.41 0.088
H 13.128250 14.856150 4.347940 0.20 -0.04 -0.40 0.082
H 13.794000 13.630850 5.399350 0.10 0.20 0.36 0.107
C 14.897060 20.815490 -0.195630 0.02 1.07 0.14 -0.228
C 14.348660 19.443400 -0.107610 -0.33 -2.30 1.68 -0.217
C 13.721670 19.219950 1.329320 -0.88 2.13 -1.09 -0.190
S 15.009340 19.965960 2.436670 -2.53 -4.41 -0.07 0.736
O 15.840170 18.790430 2.815460 -0.07 2.68 -1.05 -0.349
O 14.300890 20.612840 3.510210 0.74 0.94 -0.13 -0.313
C 15.654900 21.024780 1.113450 0.93 0.66 0.79 -0.206
H 14.129120 21.560360 -0.404270 -0.38 0.07 0.77 0.120
H 15.547850 21.024090 -1.044780 0.43 -0.63 0.06 0.121
H 15.170040 18.753180 0.084840 0.45 -0.33 -1.38 0.110
H 13.718430 19.150240 -0.947240 0.09 -0.18 0.19 0.118
H 13.253830 18.278170 1.616140 1.19 -0.61 0.01 0.098
H 12.833430 19.846090 1.413530 0.06 0.78 0.23 0.082
H 16.682580 20.667350 1.048390 0.13 0.25 -0.21 0.107
H 15.633580 22.045580 1.495050 0.12 -0.06 0.00 0.109
```
Forces are in eV/Å.

Record 2
DFT (ωB97M-V/def2-TZVPD) results for a structure of composition C34H44BrF6N2O4OsSSi2.

Spin multiplicity: 5
Charge: +1
Highest occupied orbital energy (spin up / spin down), eV: -10.6 / -10.7

```
95
Properties=species:S:1:pos:R:3:forces:R:3:lowdin_spin:R:1
Os 0.541300 -0.704915 -0.306464 -0.02 -0.03 0.05 3.151
C 1.648192 1.572560 -3.220402 0.03 -0.02 0.00 0.006
O 0.842737 1.566361 -2.039554 0.02 0.02 0.01 0.057
C -0.148960 2.507053 -1.961675 -0.05 0.00 0.03 0.004
C -0.284946 3.574495 -2.830298 0.00 0.01 -0.02 0.000
C -1.360504 4.442768 -2.672115 -0.01 0.00 0.00 0.002
Br -1.543099 5.884864 -3.873566 0.00 0.00 0.01 0.001
C -2.284880 4.267131 -1.665805 0.00 0.01 0.01 0.000
C -2.136655 3.203941 -0.775400 0.00 -0.02 -0.01 0.002
C -1.073206 2.328156 -0.931793 0.01 0.00 -0.08 0.002
O -0.900248 1.223517 -0.125541 0.09 0.06 0.05 0.052
C -3.139862 2.977015 0.277971 0.01 0.00 -0.02 0.000
N -4.422549 3.015466 0.098290 0.01 0.01 0.00 0.000
C -4.971407 2.693773 1.336106 0.00 0.00 0.00 0.000
C -6.308851 2.584251 1.713450 0.01 0.00 -0.01 0.000
C -6.576171 2.243209 3.022877 0.00 0.00 0.01 0.000
C -5.544497 2.010214 3.947173 0.00 0.00 0.00 0.000
C -4.214395 2.106833 3.588899 -0.01 0.01 0.00 0.000
C -3.957263 2.451927 2.267364 0.00 -0.02 -0.01 0.000
N -2.773430 2.606187 1.559264 -0.02 0.04 0.00 0.000
H 1.024345 1.582448 -4.113510 0.01 0.00 0.00 0.000
H 2.230125 0.654788 -3.193164 0.00 0.00 0.01 0.003
H 2.319487 2.433563 -3.226320 0.00 0.00 0.01 0.000
H 0.418154 3.736065 -3.633561 0.00 0.01 0.01 0.000
H -3.129027 4.931990 -1.553354 0.00 0.00 0.00 0.000
H -1.641042 1.129048 0.501258 0.00 -0.02 0.01 0.001
H -7.098147 2.764888 0.996955 0.00 0.00 0.00 0.000
H -7.602423 2.152335 3.351882 0.00 0.00 0.00 0.000
H -5.799740 1.745213 4.964385 0.00 0.00 0.00 0.000
H -3.420961 1.919689 4.300106 0.00 0.00 0.00 0.000
H -1.874718 2.777528 1.980257 0.01 0.01 -0.01 0.000
C -0.475860 -0.987206 -3.873808 -0.01 0.02 0.04 0.020
Si -0.961233 -1.517581 -2.137920 0.01 -0.03 -0.05 0.080
C -2.666428 -0.791615 -1.842580 0.01 -0.03 0.01 0.015
C -0.958855 -3.389719 -2.013126 -0.02 0.00 0.00 0.009
C -2.020531 -4.194943 -2.425485 0.00 0.03 0.01 0.001
C -1.935698 -5.576190 -2.331134 -0.02 0.00 -0.02 0.001
C -0.786843 -6.171904 -1.828926 0.02 -0.01 0.01 0.001
C 0.278248 -5.384811 -1.417759 0.00 0.01 -0.01 -0.001
C 0.201385 -3.994133 -1.504431 0.01 -0.05 0.01 0.003
Si 1.569467 -2.852758 -0.964878 0.03 0.02 -0.06 0.045
C 2.444724 -3.443064 0.581733 -0.03 -0.01 -0.01 0.007
C 2.854418 -2.514052 -2.289127 -0.01 -0.02 0.01 0.020
H -1.132137 -1.506432 -4.577634 0.00 -0.02 0.00 0.003
H 0.552029 -1.227582 -4.143373 0.01 -0.01 0.00 0.000
H -0.638937 0.083681 -4.010353 0.00 -0.01 0.00 0.000
H -3.366918 -1.250271 -2.546743 0.02 -0.01 -0.01 0.002
H -2.673880 0.281832 -2.044208 -0.02 0.01 0.02 0.000
H -3.049268 -0.968439 -0.838739 0.00 0.01 -0.01 0.000
H -2.929431 -3.748226 -2.813197 0.00 0.00 0.00 0.000
H -2.769195 -6.191582 -2.644026 0.00 0.00 0.00 0.000
H -0.725356 -7.249617 -1.752772 0.00 0.00 0.00 0.000
H 1.166503 -5.863734 -1.020140 0.01 0.00 0.01 0.000
H 3.106089 -4.278167 0.334722 0.00 0.00 0.00 0.001
H 1.731022 -3.783141 1.331012 0.01 -0.01 0.01 0.000
H 3.052084 -2.652567 1.025727 0.01 0.02 -0.01 0.000
H 3.417081 -3.429545 -2.491224 0.00 -0.01 0.00 0.003
H 3.565908 -1.755233 -1.954322 0.00 0.00 0.00 0.000
H 2.408464 -2.187331 -3.228316 -0.01 0.01 -0.01 0.001
C 6.115534 -0.255784 -1.370179 0.00 0.00 -0.01 0.000
C 5.591568 -0.294220 0.060087 -0.01 -0.01 -0.01 0.000
C 4.928951 1.007360 0.494853 -0.03 0.05 -0.01 0.005
S 3.376557 1.254950 -0.381509 0.03 0.06 -0.01 0.016
O 2.485993 0.134168 0.179526 -0.05 -0.02 0.01 0.137
C 2.782453 2.792860 0.385084 0.03 -0.03 0.04 0.004
C 1.879184 2.599948 1.599026 -0.02 0.01 -0.02 0.000
C 2.570238 2.055009 2.840892 -0.01 -0.01 0.01 0.001
H 6.565637 -1.208927 -1.643405 0.00 0.00 0.01 0.000
H 6.876142 0.517679 -1.486452 0.00 0.00 0.00 0.000
H 5.321782 -0.050260 -2.091786 -0.01 0.00 0.00 0.000
H 6.412068 -0.485313 0.753524 0.01 0.00 -0.01 0.000
H 4.883357 -1.115629 0.195194 0.00 0.00 0.00 0.000
H 5.538667 1.876772 0.231618 0.02 -0.01 0.01 0.001
H 4.710023 1.033691 1.560730 -0.01 -0.01 0.01 0.000
H 2.256900 3.318310 -0.412753 -0.01 -0.01 -0.01 0.000
H 3.679788 3.361732 0.638419 -0.01 0.03 -0.03 0.001
H 1.038941 1.955740 1.333300 0.01 0.00 -0.01 0.000
H 1.457537 3.587410 1.807346 0.01 0.00 0.02 0.000
H 2.839427 1.005897 2.716449 0.00 0.01 0.00 0.000
H 1.901254 2.109191 3.697764 0.00 0.01 0.01 0.000
H 3.466304 2.630562 3.083140 0.01 -0.01 0.00 0.000
C -0.163821 -2.623720 3.276423 -0.01 -0.01 0.01 0.006
C -0.632141 -1.311460 2.653535 0.02 -0.02 -0.04 0.030
O 0.229570 -0.870290 1.667590 -0.01 0.01 0.01 0.274
C -0.647659 -0.210654 3.736620 -0.03 0.01 0.00 0.006
F -0.877528 1.011878 3.208412 0.00 0.02 -0.03 0.001
F -1.576635 -0.417437 4.672058 -0.03 -0.01 0.03 0.002
F 0.540621 -0.148914 4.341430 0.06 0.00 0.03 0.001
C -2.043482 -1.520763 2.067752 0.01 -0.02 0.00 0.006
F -1.976105 -2.381118 1.038932 -0.01 0.02 0.01 0.011
F -2.911177 -2.003781 2.948907 -0.01 0.00 0.01 0.001
F -2.560857 -0.369067 1.577004 -0.02 -0.02 0.01 0.002
H 0.885129 -2.524833 3.544590 0.00 0.00 0.00 0.000
H -0.275643 -3.425768 2.548790 0.01 0.00 -0.01 0.000
H -0.742750 -2.873234 4.164400 -0.01 0.01 0.00 0.001
```
Forces are in eV/Å.

Asked for energy relative to the best compared isomer or geometry (same formula, charge and spin) across the records above, the calculation gives 11.83; 14.45 kcal/mol in order.
Asked for maximum force across the records above, the calculation gives 5.09; 0.12 eV Å⁻¹ in order.